88
Properties=species:S:1:pos:R:3:forces:R:3 method="wB97M-V/def2-TZVPD" homo_ha="-0.4891 / -0.4891" total_charge=+2 relative_energy_ev=0.854 s2=6.057 multiplicity=5 largest_force_ha_per_bohr=0.0150 energy_ev=-77037.0097 gap_ev="8.8514 / 5.1631" lumo_energy_ev="-4.46 / -8.15"
Pd 0.42929 -0.20358 0.29181 -0.109 -0.288 0.048
C 2.89941 -0.95216 -1.46263 0.091 -0.042 -0.082
N 1.46488 -0.73218 -1.74735 -0.100 0.014 0.335
C 1.36206 0.39177 -2.72306 -0.178 0.215 -0.049
C 0.12902 1.25400 -2.56570 0.100 -0.327 0.076
N 0.05885 1.92228 -1.25162 -0.282 0.195 0.181
C 1.31672 2.60958 -0.88561 -0.017 -0.005 -0.033
C -1.00962 2.91550 -1.32471 -0.053 0.309 -0.002
C -0.80170 4.03496 -2.11263 0.074 -0.013 0.064
C -1.73829 5.05994 -2.18452 0.015 0.031 -0.005
C -2.90982 4.99372 -1.44267 -0.087 0.136 -0.014
C -3.15794 3.88474 -0.66788 0.031 0.157 -0.120
C -2.23805 2.81589 -0.61954 0.114 -0.609 0.120
S -2.73428 1.40277 0.19535 0.226 -0.159 0.032
C 0.82868 -1.91933 -2.30029 0.183 -0.046 -0.132
C 1.47833 -2.69132 -3.24953 0.086 0.177 0.095
C 0.83431 -3.75207 -3.87721 -0.057 -0.006 0.018
C -0.48750 -4.05399 -3.57100 -0.074 -0.046 0.008
C -1.13894 -3.32472 -2.60060 -0.073 -0.103 -0.093
C -0.48470 -2.27152 -1.93644 -0.286 0.218 0.443
S -1.33168 -1.54269 -0.61898 0.490 0.041 -0.142
H 3.49148 -1.02414 -2.37856 -0.008 0.015 0.009
H 3.03214 -1.86467 -0.89239 -0.055 0.040 -0.033
H 3.27827 -0.10920 -0.88692 -0.007 -0.001 -0.003
H 1.37822 -0.00488 -3.74046 0.058 -0.016 -0.004
H 2.24990 1.01259 -2.60965 0.033 -0.070 0.024
H -0.77913 0.65716 -2.67919 -0.031 0.047 -0.043
H 0.14551 1.98947 -3.37750 0.006 -0.016 -0.008
H 1.79739 3.09626 -1.74082 0.058 -0.026 0.052
H 2.02564 1.90425 -0.44197 0.066 -0.018 -0.075
H 1.09871 3.37957 -0.14866 -0.008 -0.070 0.049
H 0.11918 4.13559 -2.67465 -0.053 0.016 -0.013
H -1.54071 5.91661 -2.81465 0.006 0.013 0.013
H -3.62408 5.80471 -1.47879 -0.013 -0.018 -0.018
H -4.07886 3.80260 -0.10645 0.040 -0.063 0.018
H 2.49919 -2.46382 -3.52569 -0.029 0.002 -0.046
H 1.36784 -4.33050 -4.61931 -0.011 0.001 -0.010
H -1.00097 -4.85716 -4.08100 0.026 -0.022 0.025
H -2.15546 -3.56317 -2.31509 0.000 -0.004 -0.034
C 4.12145 -3.79958 0.09663 0.051 -0.113 0.114
C 3.42070 -3.69426 1.44240 -0.275 0.279 -0.166
Sb 1.93683 -2.11620 1.81706 0.396 -0.168 0.639
C 1.08494 -3.13224 3.54657 -0.057 0.154 -0.295
C 1.96114 -3.05563 4.79191 0.015 0.062 -0.121
C 3.22382 -0.71624 2.86427 -0.202 -0.082 -0.374
C 4.18054 0.02639 1.93711 -0.066 -0.035 0.136
H 4.79925 -4.65481 0.12375 0.005 0.017 -0.054
H 4.72863 -2.92189 -0.12775 -0.015 -0.005 -0.027
H 3.41925 -3.97434 -0.72033 0.012 0.028 -0.015
H 4.14855 -3.54359 2.24152 -0.069 0.016 0.065
H 2.86846 -4.61010 1.65420 -0.006 0.015 0.055
H 0.95039 -4.16719 3.22879 -0.027 0.026 -0.070
H 0.10168 -2.71239 3.73908 -0.027 -0.015 -0.018
H 2.96324 -3.44786 4.61189 0.009 -0.012 0.050
H 1.50462 -3.65686 5.57970 0.042 -0.001 0.020
H 2.05257 -2.03480 5.16703 0.022 -0.058 -0.018
H 3.77100 -1.30789 3.59771 -0.060 -0.013 0.040
H 2.57529 -0.02245 3.40212 0.037 -0.093 0.057
H 4.80692 -0.66702 1.37295 0.008 0.051 -0.056
H 4.84539 0.67079 2.51395 0.018 0.019 -0.044
H 3.63930 0.66236 1.23101 0.041 0.008 -0.035
C 0.83328 2.11902 3.13049 -0.093 0.025 0.095
C -0.08259 0.96056 3.31459 0.082 -0.070 -0.115
N -0.36168 0.08280 2.36684 0.019 0.064 -0.636
C -1.31542 -0.77900 2.86879 -0.074 0.208 0.094
C -1.60256 -0.41505 4.14146 -0.076 -0.198 -0.076
N -0.81143 0.67762 4.41696 -0.042 0.106 -0.195
C -0.67923 1.25298 5.75022 -0.018 -0.164 0.141
N -0.10311 0.29402 6.63716 0.294 0.313 0.174
N -0.91381 -0.50795 7.38135 -0.059 0.025 -0.139
N -0.20526 -1.31644 8.04964 -0.045 -0.279 0.225
C 1.12788 -1.08496 7.77981 0.069 0.495 -0.388
C 2.28319 -1.69866 8.26365 -0.045 -0.040 0.060
C 3.48985 -1.23252 7.78977 0.019 -0.128 0.062
C 3.55935 -0.18162 6.85927 -0.036 0.073 -0.049
C 2.42708 0.43828 6.37376 0.037 0.171 -0.118
C 1.20725 -0.02942 6.85690 -0.175 -0.457 0.255
H 1.36238 1.98841 2.18737 0.049 0.025 0.012
H 1.56777 2.21360 3.92985 -0.005 -0.007 -0.022
H 0.26785 3.05179 3.07687 0.024 -0.003 0.009
H -1.72735 -1.57993 2.27900 -0.017 -0.011 0.045
H -2.27042 -0.84161 4.87183 0.042 0.053 0.036
H -1.66391 1.50482 6.13844 0.003 0.048 -0.054
H -0.05890 2.14462 5.70035 -0.025 0.023 -0.031
H 2.21583 -2.49732 8.98967 0.038 -0.009 -0.009
H 4.41237 -1.67378 8.14164 -0.019 -0.010 0.025
H 4.53234 0.15838 6.52882 -0.005 0.006 -0.006
H 2.49467 1.25917 5.66980 0.040 -0.005 0.070